Record 1
{
  "formula": "CO3S3",
  "method": "ωB97M-V/def2-TZVPD",
  "molar_mass_g_mol": 156.209,
  "homo_energy_ha": -0.395,
  "homo_lumo_gap_ev": 9.0,
  "fmax_ha_per_bohr": 0.0605,
  "e_tot_ha": -1458.317221,
  "lumo_ev": -1.75,
  "species": ["C", "O", "O", "O", "S", "S", "S"],
  "xyz": [[-1.535, 0.558, 0.069], [2.071, 0.180, -0.862], [1.053, -0.220, 1.371], [-0.105, -1.145, -0.538], [-2.655, -0.437, 0.472], [-0.506, 1.656, -0.424], [0.943, -0.227, -0.062]],
  "mulliken_charge": [0.682, -0.463, -0.433, -0.491, -0.131, -0.228, 1.063]
}

Record 2
{
  "formula": "C4H12N4",
  "method": "ωB97M-V/def2-TZVPD",
  "molar_mass_g_mol": 116.168,
  "homo_energy_ha": -0.721,
  "charge": 2,
  "homo_lumo_gap_ev": 10.0,
  "fmax_ha_per_bohr": 0.1011,
  "e_tot_ha": -377.844509,
  "lumo_ev": -9.60,
  "species": ["C", "C", "C", "C", "N", "N", "N", "N", "H", "H", "H", "H", "H", "H", "H", "H", "H", "H", "H", "H"],
  "xyz": [[2.696, 0.538, -0.150], [-3.025, 0.574, 0.725], [0.481, -1.585, 0.092], [-1.925, -0.009, -0.224], [-0.618, 0.416, 0.029], [3.356, -0.031, 0.781], [2.302, 1.303, -0.959], [0.435, -0.154, 0.270], [-3.305, 1.535, 0.412], [-3.970, -0.115, 0.713], [-2.514, 0.668, 1.776], [0.205, -1.913, -0.901], [-0.316, -2.202, 0.752], [1.483, -1.927, 0.449], [-2.290, 0.398, -1.247], [-1.918, -1.079, -0.390], [3.972, 0.639, 1.343], [3.545, -0.992, 0.564], [1.828, 1.748, -1.673], [-0.495, 1.380, 0.129]],
  "mulliken_charge": [0.548, -1.028, -0.880, -0.349, 0.254, -0.332, -0.106, -0.247, 0.395, 0.328, 0.324, 0.462, 0.416, 0.236, 0.295, 0.425, 0.343, 0.295, 0.297, 0.323]
}

Record 3
{
  "formula": "C22H19F7N2O3V",
  "method": "ωB97M-V/def2-TZVPD",
  "molar_mass_g_mol": 543.335,
  "homo_energy_ha": [-0.303, -0.306],
  "multiplicity": 2,
  "homo_lumo_gap_ev": [8.1, 8.3],
  "fmax_ha_per_bohr": 0.0416,
  "e_tot_ha": -2828.105842,
  "lumo_ev": [-0.16, -0.05],
  "species": ["V", "C", "C", "O", "C", "C", "C", "N", "N", "C", "O", "C", "C", "C", "C", "C", "C", "H", "H", "H", "H", "H", "H", "H", "H", "H", "H", "H", "H", "F", "C", "C", "C", "C", "C", "C", "H", "H", "H", "H", "C", "C", "O", "C", "F", "F", "F", "C", "F", "F", "F", "H", "H", "H"],
  "xyz": [[-0.033, -0.010, 0.426], [-1.934, -0.609, 3.972], [-1.716, -0.087, 2.590], [-0.897, -0.784, 1.861], [-2.387, 1.023, 2.135], [-2.495, 1.356, 0.759], [-3.417, 2.435, 0.295], [-1.815, 0.651, -0.097], [-2.108, 0.641, -1.432], [-1.206, -0.068, -2.011], [-0.211, -0.566, -1.327], [-1.281, -0.451, -3.435], [-1.903, 0.349, -4.383], [-1.937, -0.060, -5.705], [-1.369, -1.271, -6.081], [-0.760, -2.076, -5.133], [-0.705, -1.660, -3.811], [-2.690, -1.397, 3.940], [-2.297, 0.173, 4.640], [-1.018, -1.039, 4.377], [-2.985, 1.589, 2.835], [-3.737, 3.063, 1.133], [-4.292, 1.999, -0.188], [-2.921, 3.052, -0.457], [-2.335, 1.298, -4.077], [-2.410, 0.565, -6.451], [-1.401, -1.583, -7.118], [-0.319, -3.019, -5.422], [-0.217, -2.268, -3.058], [4.259, -4.395, 0.078], [3.272, -3.469, 0.145], [3.321, -2.378, -0.699], [2.304, -1.443, -0.631], [1.265, -1.569, 0.292], [1.240, -2.687, 1.109], [2.245, -3.651, 1.048], [4.144, -2.285, -1.400], [2.325, -0.609, -1.327], [0.432, -2.820, 1.819], [2.227, -4.527, 1.696], [1.293, 3.414, 2.243], [1.515, 1.958, 1.860], [0.497, 1.478, 1.108], [1.599, 1.088, 3.135], [2.666, 1.393, 3.881], [0.513, 1.288, 3.899], [1.637, -0.218, 2.869], [2.790, 1.770, 0.998], [3.373, 0.588, 1.193], [3.713, 2.715, 1.217], [2.456, 1.829, -0.301], [0.372, 3.498, 2.809], [1.210, 4.022, 1.343], [2.129, 3.762, 2.839]],
  "lowdin_spin": [1.029, 0.000, 0.009, 0.023, 0.004, 0.002, 0.000, -0.014, -0.003, 0.002, -0.005, -0.001, 0.000, 0.000, 0.000, 0.000, 0.000, 0.000, 0.000, 0.000, 0.000, 0.000, 0.000, 0.000, 0.000, 0.000, 0.000, 0.000, 0.000, 0.000, 0.000, -0.001, -0.002, -0.028, -0.003, -0.001, 0.000, 0.000, -0.001, 0.000, -0.001, 0.000, -0.012, 0.000, 0.000, 0.000, 0.001, 0.000, 0.000, 0.000, 0.001, 0.000, 0.000, 0.000]
}